No. 1
Computed, not measured: a molecular structure, C37H32BrFN14O3S2Ta in a non-equilibrium geometry, with ωB97M-V with the def2-TZVPD basis set.

Calculated values
HOMO, eV: -8.97
Total charge: +1
LUMO, Ha: -0.1172

```
91
Properties=species:S:1:pos:R:3:forces:R:3:lowdin_charge:R:1
Ta -2.753 -0.356 1.480 -0.14 -0.96 -0.50 1.5127
Br 4.020 2.147 -0.046 0.09 0.20 0.02 0.7622
C 2.525 1.373 0.859 -0.09 -0.07 0.00 -0.6638
C 2.624 0.092 1.353 0.03 -0.01 0.06 -0.1392
C 1.518 -0.499 1.947 -0.06 0.12 -0.02 -0.0246
C 0.298 0.189 2.066 0.02 -0.03 -0.01 -0.2732
C 0.262 1.525 1.627 0.12 -0.12 0.00 -0.0210
C 1.355 2.104 1.008 0.02 0.07 -0.02 -0.1051
N -0.868 -0.399 2.563 0.40 0.42 0.18 -0.1490
C -0.708 -1.626 3.249 -0.22 -0.12 0.25 -0.2498
C -1.879 -1.859 4.170 0.05 0.06 -0.04 -0.2409
C -1.772 -2.292 5.472 0.01 0.02 -0.05 0.0109
C -2.944 -2.506 6.187 0.01 0.01 -0.03 -0.0297
C -4.155 -2.301 5.553 0.00 0.00 0.00 -0.0194
C -4.166 -1.861 4.239 -0.04 0.01 -0.03 -0.1138
N -3.045 -1.626 3.561 -0.04 -0.04 0.18 -0.0482
H 3.545 -0.469 1.260 -0.01 -0.02 0.00 0.1025
H 1.623 -1.527 2.258 -0.05 -0.07 0.05 0.0991
H -0.640 2.104 1.768 -0.05 0.00 0.00 0.0931
H 1.299 3.127 0.660 -0.02 0.00 -0.01 0.1106
H 0.237 -1.752 3.772 0.08 -0.10 -0.11 0.1534
H -0.799 -2.457 5.912 0.00 0.00 0.02 0.1213
H -2.909 -2.835 7.217 0.01 -0.01 0.01 0.1171
H -5.094 -2.467 6.063 0.00 0.00 0.01 0.1170
H -5.091 -1.675 3.711 0.00 0.00 0.00 0.0742
N -2.426 -3.548 -0.640 0.07 0.00 -0.08 0.1779
C -3.174 -2.466 -1.085 -0.11 0.08 -0.05 -0.4566
N -3.546 -2.364 -2.338 0.03 -0.16 0.16 0.0572
N -4.220 -1.196 -2.386 -0.08 0.00 -0.16 -0.0425
N -4.253 -0.638 -1.244 0.05 0.22 0.12 -0.0657
N -3.582 -1.423 -0.342 0.21 0.03 -0.07 -0.1665
C -1.649 -3.423 0.452 -0.16 0.19 0.22 -0.3902
N -0.546 -4.144 0.725 -0.04 -0.21 -0.16 0.1051
N -0.061 -3.649 1.838 0.16 0.05 0.17 0.0965
N -0.844 -2.700 2.212 -0.07 0.05 -0.03 -0.0968
N -1.878 -2.510 1.387 0.21 -0.20 -0.10 0.0332
H -2.129 -4.196 -1.353 -0.03 -0.01 0.01 0.1565
F 3.637 -2.400 -1.147 -0.02 -0.07 0.01 0.0802
C 2.848 -1.440 -1.669 -0.07 0.03 0.06 -0.1972
C 1.542 -1.357 -1.289 0.02 0.07 -0.12 0.0885
C 0.732 -0.346 -1.813 0.02 -0.12 0.03 -0.0296
C -0.546 -0.099 -1.142 0.06 0.20 0.01 -0.2613
O -0.878 -0.812 -0.180 -0.09 -0.02 -0.17 -0.0605
C -1.247 1.049 -1.617 -0.04 0.09 -0.21 -0.0218
C -0.795 1.709 -2.720 -0.02 0.03 0.07 0.0637
N 0.365 1.466 -3.358 0.04 -0.05 0.06 0.0453
C 0.584 2.251 -4.567 -0.04 0.00 -0.06 -0.2203
C 1.808 3.053 -4.881 -0.03 -0.04 -0.03 -0.0736
C 1.440 1.844 -5.719 0.05 0.04 0.10 -0.0705
C 1.222 0.504 -2.818 0.00 0.00 0.04 -0.0861
C 2.585 0.438 -3.128 -0.07 -0.13 0.02 0.0481
C 3.413 -0.490 -2.523 0.04 0.15 -0.04 -0.1617
N 4.805 -0.377 -2.691 -0.05 -0.26 -0.07 -0.1084
C 5.707 -0.796 -1.637 0.06 -0.11 0.10 -0.1463
C 7.029 -0.037 -1.830 0.04 0.06 -0.02 -0.0696
N 6.723 1.209 -2.606 0.02 0.04 -0.09 0.0543
C 6.351 0.884 -4.033 0.04 0.06 0.08 -0.0632
C 5.419 -0.341 -3.998 0.01 0.09 -0.02 -0.1131
C -2.395 1.653 -0.896 0.01 0.03 0.06 -0.5254
O -3.057 2.571 -1.287 0.16 -0.08 -0.18 0.1501
O -2.512 1.132 0.320 -0.29 0.31 0.20 -0.2824
H 1.134 -2.034 -0.551 0.01 -0.01 0.00 0.1308
H -1.391 2.526 -3.107 -0.04 -0.01 0.04 0.1556
H -0.351 2.718 -4.837 0.03 0.00 -0.03 0.1488
H 2.656 2.988 -4.216 0.01 0.03 0.01 0.0839
H 1.649 4.035 -5.301 0.01 0.02 0.01 0.1083
H 2.042 0.955 -5.627 0.03 -0.06 0.00 0.0888
H 1.036 2.008 -6.707 -0.01 -0.01 0.00 0.1107
H 3.051 1.175 -3.755 -0.02 0.06 -0.08 0.0901
H 5.922 -1.869 -1.631 -0.02 0.03 -0.03 0.1349
H 5.259 -0.533 -0.678 0.07 -0.01 -0.07 0.0964
H 7.754 -0.594 -2.422 -0.01 -0.01 0.02 0.1372
H 7.486 0.246 -0.885 -0.02 -0.02 0.01 0.1398
H 7.505 1.862 -2.580 -0.01 0.00 0.00 0.1858
H 5.915 1.658 -2.163 -0.06 -0.02 0.06 0.1158
H 7.276 0.709 -4.580 -0.01 -0.02 -0.01 0.1356
H 5.858 1.769 -4.432 0.01 -0.02 -0.03 0.1329
H 5.979 -1.261 -4.205 0.00 0.02 0.02 0.1380
H 4.661 -0.245 -4.770 0.01 -0.01 0.00 0.1327
S -3.038 1.283 3.281 0.11 0.32 0.24 0.6858
C -4.744 1.592 3.529 -0.07 -0.10 -0.09 -0.6496
C -5.172 2.520 4.473 -0.01 0.00 0.00 -0.1152
C -6.526 2.702 4.698 -0.04 0.01 0.02 -0.0885
C -7.461 1.956 3.993 -0.02 -0.01 -0.01 -0.0885
C -7.042 1.029 3.051 -0.03 0.04 0.04 -0.1117
C -5.684 0.847 2.819 0.12 0.04 0.08 -0.6469
S -5.149 -0.284 1.580 -0.26 0.01 -0.01 0.6922
H -4.444 3.099 5.025 0.03 -0.01 0.00 0.1017
H -6.854 3.430 5.429 0.00 0.00 0.00 0.1035
H -8.518 2.099 4.171 -0.01 0.00 0.00 0.1031
H -7.765 0.451 2.491 0.01 -0.02 -0.02 0.1045
```
Positions in Å, forces in eV/Å.



No. 2
Computed, not measured: a molecular structure, C37H32CeF10N7O in a non-equilibrium geometry, with ωB97M-V with the def2-TZVPD basis set.

Calculated values
2S+1: 2
HOMO (alpha / beta), eV: -6.89 / -6.90
LUMO (alpha / beta), Ha: -0.0051 / -0.0050

```
88
Properties=species:S:1:pos:R:3:forces:R:3:lowdin_spin:R:1
Ce -0.245 0.353 -0.330 0.40 -0.25 0.77 1.0087
C 1.380 -2.668 0.169 0.01 -0.18 0.04 0.0003
N 1.758 -1.271 0.382 0.04 -0.14 -0.10 -0.0013
C 2.859 -0.935 -0.532 0.14 0.52 -0.26 0.0000
C 3.214 0.559 -0.526 -0.12 -0.23 0.13 0.0000
N 2.009 1.374 -0.575 -0.34 -1.10 0.20 -0.0030
C 2.166 2.679 -0.760 0.11 1.57 -0.30 -0.0003
C 1.034 3.502 -1.026 0.04 -0.35 0.09 -0.0002
F -0.214 2.888 -1.055 0.73 0.36 -0.04 -0.0008
C 1.070 4.846 -1.317 -0.03 0.20 0.03 0.0000
F -0.075 5.493 -1.591 0.28 -0.10 0.04 0.0000
C 2.283 5.524 -1.331 0.09 -0.12 0.04 -0.0001
F 2.350 6.838 -1.622 -0.05 -0.30 0.11 0.0000
C 3.430 4.794 -1.028 -0.19 0.36 -0.15 0.0000
F 4.618 5.419 -0.997 -0.28 -0.12 -0.03 0.0000
C 3.378 3.442 -0.757 -0.18 -0.37 0.10 -0.0002
F 4.567 2.855 -0.453 -0.27 0.19 -0.07 0.0000
C 2.167 -1.080 1.781 -0.37 0.23 0.50 0.0000
C 0.969 -0.837 2.708 0.15 0.07 -0.19 0.0000
N 0.296 0.382 2.285 0.16 -0.52 -0.57 -0.0017
C 0.075 1.372 3.135 -0.27 0.93 0.66 0.0000
C -0.531 2.551 2.606 0.02 -0.43 -0.37 0.0000
F -0.832 2.490 1.251 0.25 0.29 0.84 0.0003
C -0.887 3.679 3.304 -0.08 0.07 0.13 0.0000
F -1.469 4.709 2.667 0.11 -0.18 0.13 0.0000
C -0.669 3.730 4.677 0.04 -0.21 -0.03 0.0000
F -1.026 4.809 5.402 0.09 -0.17 -0.12 0.0000
C -0.102 2.607 5.278 -0.21 0.39 0.01 0.0000
F 0.074 2.599 6.610 0.00 0.04 -0.30 0.0000
C 0.255 1.487 4.553 0.03 -0.21 -0.34 -0.0001
F 0.756 0.456 5.285 -0.06 0.12 -0.13 0.0000
H 2.227 -3.340 0.382 -0.10 0.06 -0.07 0.0001
H 1.059 -2.817 -0.864 0.01 0.02 0.03 0.0000
H 0.555 -2.927 0.830 -0.04 -0.04 0.00 0.0000
H 2.538 -1.208 -1.546 0.04 -0.05 0.11 0.0000
H 3.760 -1.519 -0.277 -0.16 0.02 -0.13 0.0000
H 3.838 0.744 -1.410 0.07 -0.11 0.15 0.0000
H 3.822 0.794 0.356 0.01 -0.09 -0.14 0.0000
H 2.789 -0.186 1.841 0.01 -0.10 -0.02 0.0000
H 2.749 -1.943 2.138 0.05 0.01 -0.15 0.0000
H 1.353 -0.804 3.730 -0.07 -0.04 -0.13 0.0000
H 0.262 -1.675 2.643 0.16 -0.03 0.06 0.0000
C -1.792 -2.918 -1.639 0.00 -0.17 0.06 -0.0003
N -1.352 -1.544 -1.856 0.06 0.15 -0.47 -0.0027
C -1.635 -1.090 -3.045 0.16 -0.43 0.33 0.0007
C -1.094 0.099 -3.545 0.16 0.53 -0.43 -0.0001
C -1.231 0.658 -4.832 -0.18 -0.38 0.41 0.0016
C -0.333 1.704 -4.892 0.19 0.23 0.06 0.0000
C 0.312 1.737 -3.650 0.11 0.22 -0.13 0.0017
N -0.140 0.795 -2.819 -0.27 -0.43 -0.26 -0.0027
C -3.262 -3.156 -1.897 0.04 -0.03 0.01 -0.0001
C -4.208 -2.243 -1.440 0.04 0.00 -0.07 0.0000
C -5.559 -2.490 -1.605 0.00 0.05 0.06 0.0000
C -5.984 -3.648 -2.237 -0.07 -0.06 -0.02 0.0000
C -5.049 -4.550 -2.716 -0.13 -0.08 -0.01 0.0000
C -3.697 -4.304 -2.548 0.09 0.10 0.08 0.0000
H -1.574 -3.180 -0.601 0.07 -0.03 -0.12 0.0000
H -1.201 -3.590 -2.280 -0.10 0.01 0.16 -0.0001
H -2.256 -1.680 -3.729 -0.02 0.09 0.09 0.0000
H -1.898 0.320 -5.604 -0.12 -0.10 -0.14 0.0001
H -0.152 2.366 -5.719 0.06 0.07 -0.12 -0.0001
H 1.102 2.413 -3.366 0.05 0.07 0.15 0.0001
H -3.872 -1.334 -0.957 0.02 0.09 0.02 0.0000
H -6.284 -1.779 -1.235 -0.07 0.08 0.01 0.0000
H -7.038 -3.844 -2.359 -0.10 -0.01 -0.03 0.0000
H -5.373 -5.449 -3.221 -0.03 -0.04 -0.03 0.0000
H -2.974 -5.012 -2.929 0.10 -0.06 -0.02 0.0000
C -3.164 -3.270 1.605 0.15 0.03 -0.08 0.0000
C -2.685 -1.838 1.542 -0.36 -0.36 0.29 0.0003
O -1.606 -1.510 1.061 0.23 -0.03 -0.20 -0.0004
N -3.522 -0.940 2.087 -0.18 0.25 -0.05 0.0002
C -3.134 0.442 2.285 0.34 0.17 -0.14 0.0001
C -3.417 1.356 1.113 -0.28 0.07 0.31 0.0002
C -4.219 2.476 1.293 0.15 -0.13 -0.10 0.0000
C -4.411 3.352 0.238 0.16 -0.21 -0.16 0.0002
C -3.819 3.051 -0.979 -0.03 0.00 0.10 0.0000
C -3.053 1.900 -1.081 -0.23 0.05 -0.15 0.0001
N -2.831 1.071 -0.056 -0.24 0.24 0.01 -0.0009
H -2.309 -3.941 1.632 0.05 0.03 0.02 0.0000
H -3.748 -3.498 0.715 -0.02 0.00 -0.03 0.0000
H -3.785 -3.441 2.480 -0.03 -0.01 0.07 0.0000
H -4.434 -1.228 2.402 0.11 -0.14 -0.02 0.0000
H -2.050 0.433 2.457 -0.18 0.04 0.09 0.0001
H -3.636 0.817 3.179 0.10 -0.01 -0.08 0.0000
H -4.659 2.672 2.258 -0.05 -0.01 0.11 0.0000
H -5.010 4.241 0.365 -0.02 0.08 -0.02 0.0000
H -3.932 3.704 -1.830 0.00 0.00 -0.11 0.0000
H -2.603 1.621 -2.030 0.09 0.09 0.01 0.0000
```
Positions in Å, forces in eV/Å.